[1]
C20H24N2O4P2Sm | ωB97M-V with the def2-TZVPD basis set

Cartesian coordinates (Å):
C  -1.454  3.409  -1.814
C  -1.277  2.048  -1.622
C  -0.027  1.457  -1.964
C  1.053  2.264  -2.448
C  0.806  3.653  -2.634
C  -0.431  4.195  -2.333
C  2.287  1.641  -2.652
C  2.471  0.276  -2.416
C  1.344  -0.478  -1.953
C  1.472  -1.855  -1.608
C  2.709  -2.466  -1.759
C  3.808  -1.754  -2.240
C  3.710  -0.410  -2.557
H  -2.425  3.847  -1.556
H  1.618  4.265  -3.027
H  -0.620  5.259  -2.500
H  3.117  2.228  -3.042
H  2.799  -3.528  -1.504
H  4.761  -2.277  -2.369
H  4.564  0.154  -2.930
N  0.163  0.140  -1.731
Sm  -0.117  0.108  1.845
C  -2.395  1.194  -1.058
H  -2.287  0.145  -1.385
H  -3.402  1.622  -1.124
C  0.269  -2.609  -1.077
H  -0.650  -2.193  -1.526
H  0.355  -3.695  -1.172
P  -2.397  1.117  0.735
P  0.019  -2.392  0.730
C  1.348  -3.323  1.533
H  1.200  -3.298  2.629
H  1.264  -4.346  1.132
H  2.315  -2.861  1.283
C  -1.545  -3.268  1.087
H  -1.375  -4.307  0.756
H  -1.759  -3.222  2.173
H  -2.375  -2.791  0.532
C  -2.364  2.741  1.503
H  -3.309  3.134  1.101
H  -2.366  2.663  2.609
H  -1.486  3.320  1.170
C  -3.709  0.085  1.396
H  -3.627  -0.010  2.499
H  -4.562  0.707  1.078
H  -3.676  -0.916  0.922
C  2.118  -0.256  2.578
O  3.099  -0.243  3.178
H  1.078  0.826  0.482
O  0.035  1.076  5.884
N  -0.025  -0.003  5.348
O  0.042  -1.077  5.868
O  -0.164  0.006  3.947

Atoms 1-6, force components in eV/Å:
C -0.7 -1.5 0.5
C -0.9 0.8 0.0
C 1.1 -1.3 0.3
C -0.5 -0.1 0.2
C -0.5 0.4 0.0
C 1.5 0.7 -0.6

- LUMO level (spin up / spin down): -3.66 / -3.61 eV
- 2S+1: 6
- Net charge: +1

Results of the Löwdin charge analysis, in e, for atoms 1 through 5: -0.04 -0.21 -0.20 -0.14 0.00


[2]
C76H186N14O14 | ωB97M-V with the def2-TZVPD basis set

Cartesian coordinates (Å):
C  3.070  -0.480  -5.368
C  3.199  1.011  -4.996
C  4.466  1.240  -4.173
C  4.841  2.731  -4.060
C  5.013  3.329  -5.450
C  3.754  3.191  -6.357
N  3.359  1.719  -6.346
O  2.197  1.518  -7.104
C  2.703  4.189  -5.875
C  4.116  3.505  -7.849
C  1.941  1.457  -4.248
H  3.975  -0.862  -5.806
H  2.297  -0.660  -6.084
H  2.810  -1.096  -4.530
H  4.327  0.809  -3.166
H  5.218  0.650  -4.726
H  5.774  2.904  -3.529
H  4.092  3.335  -3.506
H  5.806  2.993  -6.101
H  5.225  4.398  -5.334
H  3.002  5.219  -6.104
H  1.738  3.900  -6.325
H  2.622  4.050  -4.787
H  4.915  2.865  -8.260
H  3.201  3.409  -8.443
H  4.359  4.545  -7.851
H  2.120  1.672  -3.179
H  1.183  0.658  -4.120
H  1.580  2.407  -4.634
H  1.481  1.643  -6.438
C  -8.368  3.982  1.314
C  -8.191  2.579  0.665
C  -9.178  1.646  1.336
C  -9.255  0.232  0.772
C  -9.473  0.322  -0.707
C  -8.611  1.350  -1.503
N  -8.600  2.617  -0.738
O  -7.554  3.433  -1.352
C  -7.229  0.683  -1.708
C  -9.289  1.622  -2.869
C  -6.716  2.100  0.923
H  -9.300  4.419  0.949
H  -7.570  4.713  1.145
H  -8.415  3.773  2.375
H  -8.886  1.614  2.412
H  -10.123  2.163  1.212
H  -10.033  -0.384  1.258
H  -8.292  -0.231  0.981
H  -10.506  0.616  -0.886
H  -9.329  -0.633  -1.198
H  -7.096  -0.056  -0.913
H  -7.257  0.197  -2.666
H  -6.419  1.380  -1.690
H  -8.877  2.441  -3.473
H  -9.211  0.739  -3.482
H  -10.274  1.950  -2.665
H  -6.582  1.050  0.805
H  -6.525  2.291  1.980
H  -6.076  2.753  0.306
H  -8.131  4.071  -1.800
C  1.891  5.099  3.964
C  2.442  5.774  2.675
C  1.456  5.540  1.545
C  1.644  6.420  0.335
C  1.697  7.880  0.765
C  2.691  8.158  1.936
N  2.485  7.182  2.974
O  3.551  7.326  3.885
C  4.165  8.252  1.381
C  2.323  9.561  2.529
C  3.766  5.111  2.284
H  1.589  4.132  3.647
H  1.000  5.627  4.342
H  2.698  5.027  4.712
H  1.477  4.468  1.325
H  0.465  5.716  2.027
H  0.828  6.202  -0.378
H  2.622  6.151  -0.084
H  0.699  8.137  1.147
H  1.854  8.621  0.007
H  4.981  8.282  2.138
H  4.458  7.583  0.578
H  4.192  9.271  1.053
H  3.034  9.837  3.324
H  2.414  10.320  1.735
H  1.311  9.641  2.992
H  4.391  5.129  3.149
H  4.299  5.672  1.511
H  3.613  4.085  1.920
H  3.163  7.312  4.753
C  -3.103  0.110  0.382
C  -1.797  -0.407  -0.194
C  -1.427  0.444  -1.431
C  -1.134  1.865  -1.180
C  -0.006  2.014  -0.096
C  -0.221  1.143  1.151
N  -0.675  -0.277  0.779
O  -1.049  -0.890  1.966
C  1.195  0.911  1.928
C  -1.066  1.868  2.191
C  -1.905  -1.911  -0.511
H  -3.112  1.198  0.283
H  -3.201  -0.222  1.423
H  -3.936  -0.233  -0.237
H  -0.647  -0.038  -1.997
H  -2.269  0.422  -2.161
H  -2.046  2.403  -0.923
H  -0.805  2.370  -2.104
H  0.147  3.029  0.258
H  0.937  1.688  -0.498
H  1.873  0.262  1.358
H  1.689  1.844  2.250
H  1.000  0.343  2.839
H  -2.078  2.072  1.849
H  -1.086  1.322  3.155
H  -0.486  2.788  2.341
H  -1.391  -2.139  -1.450
H  -2.951  -2.174  -0.732
H  -1.556  -2.486  0.338
H  -0.817  -1.830  2.019
C  -0.880  4.458  -4.024
C  -1.701  3.711  -5.136
C  -2.737  2.846  -4.541
O  -3.328  3.656  -3.500
C  -4.417  3.018  -2.883
N  -2.244  4.729  -6.070
H  -1.486  5.010  -3.303
H  -0.378  5.266  -4.574
H  -0.174  3.707  -3.522
H  -0.987  3.108  -5.721
H  -2.229  2.016  -4.045
H  -3.498  2.476  -5.215
H  -5.325  2.888  -3.495
H  -4.655  3.532  -1.933
H  -4.120  1.976  -2.650
H  -3.051  5.198  -5.685
H  -2.469  4.305  -6.970
C  7.520  4.009  3.888
C  7.578  2.988  2.737
C  6.338  2.804  1.870
O  6.468  1.676  1.005
C  5.353  1.767  0.145
N  8.753  3.380  1.956
H  6.699  3.807  4.592
H  7.383  5.013  3.476
H  8.481  3.970  4.461
H  7.911  2.031  3.219
H  6.240  3.704  1.206
H  5.334  2.767  2.271
H  5.266  2.702  -0.415
H  4.379  1.642  0.618
H  5.364  0.962  -0.570
H  8.880  2.874  1.088
H  8.851  4.386  1.778
C  -1.812  -8.947  -3.378
C  -1.353  -7.526  -3.774
C  -1.489  -6.627  -2.518
O  -2.851  -6.512  -2.253
C  -2.941  -5.617  -1.163
N  0.032  -7.569  -4.238
H  -1.100  -9.311  -2.631
H  -1.730  -9.599  -4.260
H  -2.825  -9.022  -2.983
H  -2.068  -7.179  -4.584
H  -1.055  -5.657  -2.794
H  -0.856  -7.109  -1.735
H  -2.266  -5.960  -0.386
H  -3.971  -5.549  -0.859
H  -2.584  -4.592  -1.390
H  0.353  -6.660  -4.547
H  0.087  -8.268  -4.989
C  -7.311  0.174  6.078
C  -6.829  0.323  4.644
C  -5.336  0.505  4.440
O  -4.707  -0.753  4.395
C  -3.306  -0.559  4.473
N  -7.305  -0.821  3.852
H  -6.705  -0.485  6.706
H  -8.348  -0.206  6.059
H  -7.254  1.142  6.582
H  -7.316  1.244  4.288
H  -4.880  1.164  5.191
H  -5.194  1.034  3.495
H  -2.762  -1.510  4.416
H  -3.058  -0.007  5.368
H  -2.951  -0.052  3.550
H  -6.853  -0.782  2.961
H  -7.087  -1.710  4.258
C  -0.131  -6.115  1.562
C  0.076  -5.690  3.001
C  -0.465  -4.262  3.251
O  0.085  -3.228  2.439
C  1.361  -2.695  2.852
N  -0.786  -6.510  3.908
H  0.025  -7.181  1.520
H  0.636  -5.619  0.965
H  -1.160  -5.915  1.230
H  1.165  -5.766  3.268
H  -0.266  -4.086  4.355
H  -1.546  -4.329  3.094
H  1.353  -2.476  3.940
H  1.544  -1.759  2.296
H  2.212  -3.309  2.697
H  -0.647  -6.304  4.904
H  -0.587  -7.502  3.759
C  4.244  -4.852  3.691
C  4.772  -5.014  2.291
C  5.498  -3.695  1.969
O  4.543  -2.621  1.892
C  5.161  -1.401  1.721
N  5.757  -6.090  2.219
H  3.436  -5.573  3.896
H  3.791  -3.885  3.793
H  5.088  -4.994  4.398
H  3.880  -5.148  1.628
H  6.138  -3.855  1.119
H  6.235  -3.518  2.798
H  4.422  -0.613  1.598
H  5.760  -1.373  0.806
H  5.859  -1.097  2.516
H  5.377  -6.899  2.751
H  5.997  -6.403  1.270
C  6.110  -2.069  -3.007
C  5.524  -2.810  -1.852
C  4.043  -2.531  -1.828
O  3.886  -1.064  -1.710
C  2.487  -0.932  -1.669
N  5.670  -4.252  -1.990
H  5.733  -2.494  -3.945
H  7.190  -2.160  -3.035
H  5.760  -1.042  -3.013
H  6.022  -2.417  -0.968
H  3.544  -3.062  -0.991
H  3.712  -2.931  -2.804
H  2.253  0.100  -1.604
H  2.153  -1.489  -0.795
H  2.041  -1.356  -2.571
H  6.638  -4.513  -1.846
H  5.491  -4.483  -2.969
C  3.514  -0.809  5.150
C  4.132  0.570  4.744
C  3.588  1.646  5.741
O  2.294  1.900  5.381
C  1.415  2.497  6.332
N  5.613  0.537  4.588
H  4.072  -1.115  6.045
H  3.540  -1.683  4.452
H  2.460  -0.658  5.424
H  3.746  0.807  3.731
H  4.203  2.522  5.744
H  3.728  1.171  6.718
H  1.385  1.952  7.283
H  0.445  2.489  5.922
H  1.737  3.536  6.499
H  5.994  1.443  4.318
H  6.032  0.232  5.472
C  -0.355  -2.666  -4.079
C  -0.218  -3.342  -5.441
C  1.242  -3.810  -5.600
O  1.396  -4.735  -4.548
C  2.700  -5.350  -4.536
N  -1.060  -4.464  -5.775
H  -1.393  -2.350  -3.920
H  0.251  -1.783  -4.013
H  -0.043  -3.296  -3.233
H  -0.475  -2.605  -6.176
H  1.893  -2.967  -5.420
H  1.458  -4.276  -6.556
H  2.932  -6.051  -3.730
H  3.458  -4.594  -4.464
H  2.835  -5.956  -5.431
H  -0.963  -5.080  -4.990
H  -2.074  -4.251  -5.847
C  -5.066  -3.611  1.711
C  -5.675  -4.759  2.505
C  -4.640  -5.827  2.851
O  -4.079  -6.381  1.751
C  -3.538  -7.697  1.857
N  -6.369  -4.206  3.666
H  -4.705  -4.002  0.744
H  -4.264  -3.161  2.291
H  -5.763  -2.819  1.552
H  -6.447  -5.183  1.866
H  -5.186  -6.581  3.426
H  -3.955  -5.378  3.585
H  -3.369  -7.979  0.822
H  -4.329  -8.303  2.315
H  -2.583  -7.664  2.383
H  -5.670  -3.759  4.279
H  -6.718  -4.942  4.279

Atoms 1-6, force components in eV/Å:
C 0.2 0.4 0.2
C -0.1 -0.1 -1.1
C 0.1 0.1 0.1
C 0.2 -0.3 -0.7
C -1.0 0.8 -0.9
C 0.6 -0.7 -0.5

- LUMO level: 0.47 eV
- 2S+1: 1

Results of the Löwdin charge analysis, in e, for atoms 1 through 5: -0.03 -0.46 -0.13 -0.16 -0.14


[3]
C40H52N11O3S6Zr | ωB97M-V with the def2-TZVPD basis set

Cartesian coordinates (Å):
Zr  -0.315  0.460  0.144
S  1.816  -2.947  -2.104
C  1.268  -1.816  -1.053
S  1.945  -0.216  -0.899
S  -0.069  -2.104  0.021
C  7.069  0.258  -3.824
O  6.453  0.628  -2.602
C  5.933  1.860  -2.492
C  5.324  2.159  -1.268
C  4.714  3.373  -1.066
C  4.717  4.350  -2.078
C  5.401  4.075  -3.260
C  5.984  2.841  -3.481
N  4.154  5.640  -1.974
N  3.151  5.913  -1.295
C  2.364  4.954  -0.636
C  2.202  4.981  0.730
C  1.572  3.927  1.402
C  1.020  2.875  0.706
O  0.557  1.760  1.284
C  0.925  2.986  -0.708
N  0.123  2.084  -1.349
C  0.052  2.146  -2.664
C  0.795  3.046  -3.430
C  1.588  3.970  -2.800
C  1.646  3.990  -1.395
H  7.370  -0.778  -3.700
H  7.949  0.873  -4.027
H  6.368  0.331  -4.659
H  5.342  1.408  -0.489
H  4.288  3.588  -0.100
H  5.434  4.839  -4.026
H  6.487  2.650  -4.419
H  2.678  5.774  1.292
H  1.556  3.900  2.484
H  -0.644  1.470  -3.143
H  0.726  3.007  -4.507
H  2.145  4.701  -3.372
C  -7.274  2.215  -0.177
C  -6.014  2.491  0.550
N  -5.922  2.970  1.743
N  -4.588  3.051  1.991
C  -3.831  2.607  0.977
S  -2.160  2.584  0.878
N  -4.753  2.255  0.037
N  -4.396  1.716  -1.178
H  -8.105  2.528  0.447
H  -7.375  1.150  -0.392
H  -7.309  2.767  -1.117
H  -4.259  3.444  2.855
H  -4.141  2.438  -1.842
H  -5.138  1.136  -1.544
C  -1.291  0.298  7.426
C  -2.580  0.994  6.984
C  -2.852  0.954  5.478
C  -1.953  1.845  4.617
N  -0.585  1.355  4.508
C  -0.170  0.411  3.657
S  -1.293  -0.280  2.549
N  1.102  0.035  3.793
C  1.785  -1.065  3.127
C  1.480  -2.413  3.779
C  1.858  -2.476  5.261
C  3.347  -2.269  5.528
H  -1.293  0.159  8.507
H  -0.403  0.883  7.181
H  -1.204  -0.686  6.961
H  -2.571  2.032  7.330
H  -3.419  0.499  7.476
H  -3.882  1.278  5.306
H  -2.768  -0.073  5.114
H  -1.911  2.856  5.027
H  -2.355  1.887  3.606
H  0.071  1.676  5.202
H  1.642  0.518  4.495
H  2.853  -0.853  3.156
H  1.478  -1.091  2.089
H  2.018  -3.185  3.224
H  0.411  -2.610  3.671
H  1.564  -3.456  5.641
H  1.279  -1.731  5.815
H  3.944  -3.002  4.984
H  3.561  -2.382  6.591
H  3.680  -1.272  5.231
C  -1.802  -5.390  -1.008
C  -3.145  -4.809  -1.451
C  -3.130  -3.286  -1.547
N  -2.197  -2.867  -2.584
C  -1.687  -1.668  -2.730
S  -2.202  -0.345  -1.753
N  -0.842  -1.383  -3.763
C  -0.240  -2.085  -4.846
O  0.565  -1.464  -5.487
C  -0.624  -3.487  -5.177
C  0.389  -4.439  -5.252
C  0.082  -5.755  -5.552
C  -1.228  -6.120  -5.830
C  -2.228  -5.158  -5.835
C  -1.932  -3.845  -5.506
H  -1.875  -6.473  -0.909
H  -1.506  -4.974  -0.047
H  -1.006  -5.171  -1.723
H  -3.917  -5.090  -0.735
H  -3.428  -5.227  -2.423
H  -2.830  -2.843  -0.597
H  -4.126  -2.907  -1.794
H  -1.858  -3.599  -3.194
H  -0.454  -0.453  -3.721
H  1.409  -4.141  -5.054
H  0.869  -6.496  -5.572
H  -1.465  -7.149  -6.067
H  -3.242  -5.432  -6.096
H  -2.713  -3.093  -5.531

Atoms 1-6, force components in eV/Å:
Zr -1.3 -2.7 -0.7
S 0.1 0.0 -0.1
C 0.1 -0.3 -0.1
S -0.3 0.0 0.0
S 0.3 0.1 0.4
C 0.0 0.0 -0.1

- LUMO level: -2.81 eV
- 2S+1: 1
- Net charge: +1

Results of the Löwdin charge analysis, in e, for atoms 1 through 5: 0.97 0.55 -1.77 0.52 0.41


Here are the calculated energy numbers, same order: -2527.266166; -4826.783165; -4819.608654 (a.u.).
Here are the calculated ΔE to the lowest compared entry with this formula, charge and spin numbers, same order: 358.2; 133.9; 162.1 (kJ/mol).